Entry 1:
Formula: C21H17N5OS
Source: the Open Molecules 2025 dataset
Level of theory: the ωB97M-V functional and the def2-TZVPD basis

Atoms and positions in Å:
O -2.491586 3.042922 2.192561
N -1.243104 -2.937063 1.362581
N -2.474590 -1.105054 1.073509
N 1.157259 -1.491851 0.582045
S 0.152596 -5.285501 1.315524
C -1.870987 3.193573 1.145112
C 1.207928 -2.807151 0.761407
C 0.001303 -3.500707 1.120354
C -2.711720 0.183037 0.781364
C 3.339419 -6.183239 -1.741710
C 1.365075 6.101435 -1.350250
C 3.543118 -6.602978 -0.467694
C 2.052838 -5.685470 -2.174198
C 1.732853 4.873312 -0.647507
C 0.173743 6.858185 -1.215553
C 2.465281 -6.375517 0.474066
C 1.007532 -5.530763 -1.223365
C 0.683750 4.377173 0.178080
C -0.778804 6.187431 -0.455736
C 1.228222 -5.845494 0.089421
C -0.504170 5.032193 0.215401
C -1.554726 1.007100 0.509790
C -0.260839 0.444230 0.391494
C -1.258786 -1.649003 1.030901
C -0.091679 -0.922781 0.683719
N -1.688962 4.455444 0.828091
N -1.558971 2.267198 0.175428
C -4.173701 0.733442 0.913958
H 2.117364 -3.255437 0.287971
H 4.161003 -6.224724 -2.449467
H 2.029216 6.663481 -1.927828
H 4.478343 -6.931087 -0.109551
H 1.893554 -5.300590 -3.186882
H 2.641753 4.412099 -0.739787
H 0.073203 7.817365 -1.734274
H 2.522437 -6.701788 1.477064
H 0.031528 -4.973359 -1.453860
H 0.805101 3.497051 0.734555
H -1.748199 6.768596 -0.676286
H 0.595247 1.094198 0.072201
H -2.488823 4.986594 0.990128
H -0.958226 2.627476 -0.608175
H -4.976754 0.062263 0.930999
H -4.408226 1.353046 0.046095
H -4.216811 1.270710 1.798304

Atoms 1-3, force components in eV/Å:
O 0.1 -2.2 -0.4
N 4.3 -2.7 -1.0
N -1.8 2.0 -0.3

The gap between HOMO and LUMO comes out at 7.50 eV. Its HOMO energy is -8.2 eV.

***

Entry 2:
Formula: C21H17N7O3S
Source: the Open Molecules 2025 dataset
Level of theory: the ωB97M-V functional and the def2-TZVPD basis

Atoms and positions in Å:
O 2.189416 -0.362152 2.066014
C 1.395261 0.252350 1.400618
N 0.068483 -0.114187 1.407186
C -1.028425 0.427755 0.798915
N -2.151136 -0.267797 0.978863
C -3.261941 0.196236 0.434573
C -3.259216 1.387704 -0.308700
C -2.027375 2.029256 -0.430560
N -0.921371 1.566118 0.117449
H -1.941822 2.953176 -0.986951
C -4.476408 1.948273 -0.925279
O -4.458066 2.960599 -1.586662
C -5.745701 1.177522 -0.645078
H -6.159310 1.557047 0.295003
H -6.468866 1.391455 -1.434303
C -5.503616 -0.331498 -0.511658
C -6.792850 -1.043798 -0.261432
C -7.466567 -1.982271 -0.984788
C -8.641696 -2.281563 -0.251180
C -8.593547 -1.503063 0.860793
O -7.480134 -0.750139 0.865483
H -9.261031 -1.394709 1.692245
H -9.408556 -2.978066 -0.519910
H -7.166307 -2.407554 -1.920268
C -4.516194 -0.584069 0.633791
H -4.974611 -0.271084 1.577328
H -4.270810 -1.643064 0.724405
H -5.082340 -0.714690 -1.446666
H -0.134144 -0.958403 1.934582
C 1.759677 1.433496 0.533374
H 1.480433 2.369145 1.016342
H 1.277756 1.370480 -0.439931
S 3.560269 1.464051 0.306905
C 3.684541 -0.073647 -0.462705
N 2.655348 -0.762628 -0.917521
N 3.151311 -1.890900 -1.398348
N 4.404910 -1.944928 -1.269680
N 4.813486 -0.807578 -0.676939
C 6.158880 -0.573029 -0.373666
C 7.014721 -1.668566 -0.313284
C 8.349545 -1.472580 -0.017235
C 8.831984 -0.194949 0.218888
C 7.975966 0.891014 0.148737
C 6.637457 0.711588 -0.152175
H 5.977649 1.562197 -0.221368
H 8.349333 1.888254 0.324325
H 9.874775 -0.045669 0.454129
H 9.014659 -2.321127 0.032357
H 6.618260 -2.653790 -0.500897

Atoms 1-3, force components in eV/Å:
O -0.1 -0.1 0.1
C 0.0 0.1 0.0
N -0.2 -0.6 0.4

The gap between HOMO and LUMO comes out at 8.70 eV. Its HOMO energy is -8.9 eV.

***

Entry 3:
Formula: C21H18Co2NO9P
Source: the Open Molecules 2025 dataset
Level of theory: the ωB97M-V functional and the def2-TZVPD basis

Atoms and positions in Å:
C -2.793732 -3.007190 2.084416
C -2.066868 -1.811523 1.507105
O -2.713713 -0.597497 1.946685
P -2.441332 0.823638 1.198683
C -0.921697 1.483746 1.865904
C 0.342274 1.520631 1.412046
N 1.500498 1.760816 1.297413
O -2.507225 0.795365 -0.286503
O -3.652888 1.624539 1.919191
C -5.003912 1.114860 2.172837
C -5.917210 2.270645 2.519127
H -2.252467 -3.904128 1.775085
H -2.812659 -2.957861 3.175972
H -3.824840 -3.088598 1.723087
H -1.032538 -1.766583 1.883694
H -2.078405 -1.868606 0.405290
H -1.110629 2.067924 2.780318
H -5.389394 0.604394 1.279150
H -4.968849 0.394514 3.001885
H -6.933590 1.894335 2.668452
H -5.573617 2.753995 3.439266
H -5.971312 3.009355 1.711462
O 0.046077 3.862644 -0.720969
C 0.474316 2.923810 -1.237852
Co 1.195525 1.588189 -2.082998
C 0.431382 0.271536 -1.287789
O 0.022775 -0.630632 -0.690838
C 0.300793 1.689536 -3.675128
O -0.652158 2.090252 -4.208631
C 3.028015 1.539591 -2.410796
C 2.660460 1.134900 -1.184634
C 2.856530 0.872017 0.184049
C 3.013915 -0.560228 0.560962
C 3.240030 -0.856357 1.916207
C 3.185580 -2.170009 2.384942
C 2.927235 -3.223235 1.497254
C 2.806947 -2.964964 0.131230
C 2.858624 -1.644382 -0.340815
Co 2.299409 0.758524 -4.162384
C 1.937010 1.271935 -5.792591
O 1.646175 1.542508 -6.875621
C 1.598525 -0.855263 -3.901678
O 1.089897 -1.890595 -3.844131
C 3.908309 0.278688 -4.643257
O 4.936363 -0.047732 -5.046733
H 3.865958 2.202015 -2.697084
H 3.499524 1.594871 0.691476
H 3.429242 -0.026712 2.601723
H 3.285608 -2.370471 3.456448
H 2.840289 -4.240655 1.875666
H 2.610708 -3.789326 -0.553780
H 2.781058 -1.467220 -1.422832

Atoms 1-3, force components in eV/Å:
C 0.0 0.0 0.1
C 0.0 0.7 -0.1
O -0.6 -0.8 -0.5

The net charge is -2. The gap between HOMO and LUMO comes out at 3.62 eV. Its HOMO energy is 0.9 eV.

***

Entry 4:
Formula: C21H18F3N3O3S
Source: the Open Molecules 2025 dataset
Level of theory: the ωB97M-V functional and the def2-TZVPD basis

Atoms and positions in Å:
O -0.640126 -3.608655 -1.286718
C -0.361106 -2.861047 -0.377943
N -1.149237 -1.870359 0.114035
C -2.364875 -1.405032 -0.366707
C -3.058702 -2.008501 -1.416166
C -4.253182 -1.470484 -1.856988
C -4.779088 -0.326350 -1.279723
C -4.089417 0.268470 -0.232661
C -2.898678 -0.265633 0.232981
H -2.384795 0.196915 1.062729
C -4.593257 1.521605 0.422020
F -3.676127 2.513029 0.374246
F -5.703551 2.014746 -0.140761
F -4.872967 1.348499 1.726433
H -5.705595 0.098056 -1.632066
H -4.782362 -1.947156 -2.667465
H -2.650363 -2.892352 -1.877306
H -0.742926 -1.337713 0.887173
C 0.984534 -2.889360 0.363518
N 1.685153 -1.633093 0.055409
S 1.772604 -0.526663 1.309757
O 2.950855 -0.661922 2.108544
O 0.500848 -0.626701 1.992916
C 1.748597 1.040785 0.430281
C 0.558824 1.710090 0.377463
C 0.459147 2.960050 -0.251772
C 1.571475 3.537347 -0.799306
C 2.816316 2.877545 -0.753970
C 3.999082 3.431677 -1.288720
C 5.168126 2.726029 -1.207530
C 5.140787 1.452711 -0.610916
N 4.068491 0.907751 -0.109253
C 2.911791 1.591640 -0.144883
H 6.041195 0.855421 -0.550245
H 6.093428 3.120042 -1.597335
H 3.960687 4.406651 -1.754114
H 1.517226 4.508917 -1.269027
H -0.497164 3.458745 -0.282231
H -0.303855 1.271270 0.850111
C 2.948287 -1.947896 -0.597967
C 3.287235 -3.362788 -0.137160
H 3.721385 -3.322643 0.862535
C 1.909784 -4.020098 -0.093968
H 1.599376 -4.339490 -1.090618
H 1.864581 -4.874185 0.577733
H 3.976809 -3.868156 -0.809344
H 2.791107 -1.914838 -1.681306
H 3.688314 -1.202569 -0.308187
H 0.788407 -2.933809 1.440208

Atoms 1-3, force components in eV/Å:
O -0.1 -0.2 -0.2
C 0.2 0.1 0.4
N 0.0 0.1 0.4

The gap between HOMO and LUMO comes out at 8.16 eV. Its HOMO energy is -8.7 eV.